## one
{
  "formula": "C5H12N2O2",
  "method": "ωB97M-V/def2-TZVPD",
  "elements": ["C", "C", "O", "C", "O", "N", "C", "C", "H", "H", "H", "H", "H", "H", "H", "H", "H", "N", "H", "H", "H"],
  "positions_angstrom": [[0.676, -1.902, 1.793], [0.985, -0.874, 0.742], [2.088, -0.386, 0.590], [-0.189, -0.648, -0.204], [-0.755, -1.583, -0.743], [-0.791, 0.554, 0.123], [-2.159, 0.751, -0.324], [-0.110, 1.768, 0.495], [1.543, -2.091, 2.417], [0.402, -2.836, 1.303], [-0.175, -1.584, 2.388], [-2.583, -0.218, -0.586], [-2.185, 1.390, -1.206], [-2.748, 1.206, 0.468], [0.837, 1.556, 0.974], [0.076, 2.382, -0.390], [-0.719, 2.338, 1.198], [1.249, 0.147, -2.133], [2.036, 0.111, -1.486], [1.042, -0.792, -2.460], [1.479, 0.711, -2.959]],
  "charge": 0,
  "gap_ev": 10.093,
  "e_homo_ev": -9.24,
  "smiles": "CC(=O)C(=O)N(C)C.N"
}

---

## two
{
  "formula": "C5H12N2O2",
  "method": "ωB97M-V/def2-TZVPD",
  "elements": ["C", "C", "C", "N", "C", "C", "N", "O", "O", "H", "H", "H", "H", "H", "H", "H", "H", "H", "H", "H", "H"],
  "positions_angstrom": [[-1.711, -0.059, -0.711], [0.253, 1.846, -0.258], [-2.678, 0.218, 0.414], [2.141, -0.449, 0.588], [-0.013, 0.397, -0.263], [0.367, -0.757, 0.129], [0.198, -2.094, 0.031], [2.846, 0.758, 0.734], [2.908, -1.403, -0.171], [2.855, -1.040, -1.074], [3.674, 0.496, 1.167], [1.116, -2.550, 0.071], [-0.466, -2.450, 0.710], [-1.801, -1.069, -1.112], [-1.849, 0.616, -1.558], [-0.140, 2.312, -1.166], [-0.213, 2.324, 0.607], [1.331, 2.026, -0.242], [-3.712, 0.158, 0.056], [-2.545, 1.224, 0.821], [-2.561, -0.503, 1.227]],
  "charge": 0,
  "gap_ev": 8.229,
  "e_homo_ev": -7.30
}

---

If we sort the structures by their calculated energies, the order from most to least stable is one, two.

---

## one
{
  "formula": "C5H12N2O2",
  "method": "ωB97M-V/def2-TZVPD",
  "elements": ["C", "N", "C", "C", "O", "H", "H", "H", "H", "H", "H", "H", "C", "C", "N", "O", "H", "H", "H", "H", "H"],
  "positions_angstrom": [[-1.947, 1.757, -1.015], [-1.431, 2.128, 0.256], [-0.945, 1.275, 1.213], [-0.245, 2.012, 2.315], [-0.808, -0.002, 1.283], [-1.934, 0.619, -1.073], [-2.884, 2.201, -1.201], [-1.197, 2.104, -1.749], [-1.429, 3.091, 0.557], [0.154, 3.120, 2.061], [0.729, 1.490, 2.510], [-1.057, 2.033, 3.294], [2.430, -2.308, -0.175], [1.287, -1.950, -1.202], [0.274, -1.282, -0.565], [1.368, -1.912, -2.389], [3.499, -2.723, -0.676], [2.089, -3.186, 0.690], [2.778, -1.124, 0.335], [-0.521, -1.080, -1.033], [-0.082, -1.875, 0.480]],
  "charge": 0,
  "gap_ev": 9.739,
  "e_homo_ev": -9.16,
  "smiles": "CNC(C)=O.CC(N)=O"
}

---

## two
{
  "formula": "C5H12N2O2",
  "method": "ωB97M-V/def2-TZVPD",
  "elements": ["H", "N", "C", "C", "C", "N", "O", "H", "H", "H", "H", "H", "C", "C", "O", "H", "H", "H", "H", "H", "H"],
  "positions_angstrom": [[2.958, -0.681, 1.611], [2.175, -0.917, 1.004], [1.902, -0.050, 0.127], [2.600, 1.243, -0.140], [0.771, -0.390, -0.815], [0.361, -1.662, -0.753], [0.251, 0.461, -1.539], [1.914, 1.940, -0.617], [2.997, 1.667, 0.783], [3.434, 1.065, -0.823], [0.785, -2.242, -0.046], [-0.551, -1.892, -1.126], [-1.723, 0.354, 1.064], [-2.794, 0.019, -0.066], [-2.252, -0.519, -1.224], [-1.156, -0.535, 1.339], [-1.084, 1.182, 0.760], [-2.288, 0.678, 1.936], [-3.344, 0.948, -0.283], [-3.493, -0.721, 0.333], [-1.463, 0.054, -1.523]],
  "charge": 0,
  "gap_ev": 10.031,
  "e_homo_ev": -9.69,
  "smiles": "[H]/N=C(\\C)C(N)=O.CCO"
}

---

## three
{
  "formula": "C5H12N2O2",
  "method": "ωB97M-V/def2-TZVPD",
  "elements": ["C", "C", "C", "N", "O", "H", "H", "H", "H", "H", "H", "H", "C", "C", "N", "O", "H", "H", "H", "H", "H"],
  "positions_angstrom": [[-0.310, 0.926, -2.834], [0.189, 0.122, -1.616], [1.676, 0.165, -1.436], [2.238, 0.446, -0.215], [2.415, -0.224, -2.332], [-1.065, 0.429, -3.446], [0.542, 0.949, -3.517], [-0.672, 1.914, -2.562], [-0.359, 0.310, -0.700], [0.037, -0.912, -1.943], [3.227, 0.276, -0.212], [1.722, 0.585, 0.656], [-1.704, 0.052, 2.857], [-0.461, -0.357, 2.170], [-0.574, -1.571, 1.533], [0.625, 0.186, 2.250], [-2.250, -0.721, 3.386], [-2.389, 0.426, 2.073], [-1.654, 0.983, 3.422], [0.223, -1.959, 1.059], [-1.455, -2.026, 1.408]],
  "charge": 0,
  "gap_ev": 9.972,
  "e_homo_ev": -9.43,
  "smiles": "CCC(N)=O.CC(N)=O"
}

---

## four
{
  "formula": "C5H12N2O2",
  "method": "ωB97M-V/def2-TZVPD",
  "elements": ["C", "C", "C", "C", "N", "C", "N", "O", "O", "H", "H", "H", "H", "H", "H", "H", "H", "H", "H", "H", "H"],
  "positions_angstrom": [[1.024, -0.239, 0.108], [1.819, 0.893, 0.667], [0.628, -0.199, -1.258], [1.091, -1.543, 0.828], [-1.947, 0.667, -0.701], [-1.292, 1.278, 0.477], [-2.699, -0.533, -0.503], [-0.820, 0.386, 1.245], [-1.107, 2.484, 0.411], [-2.482, 1.351, -1.225], [-2.543, -0.802, 0.466], [-2.275, -1.263, -1.071], [1.803, 0.889, 1.753], [0.453, -1.163, -1.731], [0.406, -2.276, 0.405], [2.855, 0.780, 0.324], [1.440, 1.851, 0.312], [1.179, 0.500, -1.884], [-0.515, 0.275, -1.239], [0.871, -1.406, 1.884], [2.112, -1.932, 0.732]],
  "charge": 0,
  "gap_ev": 8.780,
  "e_homo_ev": -8.99
}

---

If we sort the structures by their calculated energies, the order from most to least stable is three, two, four, one.

---

## one
{
  "formula": "C5H12N2O2",
  "method": "ωB97M-V/def2-TZVPD",
  "elements": ["C", "C", "C", "C", "C", "N", "N", "O", "O", "H", "H", "H", "H", "H", "H", "H", "H", "H", "H", "H", "H"],
  "positions_angstrom": [[1.254, 0.521, 0.410], [-0.641, -0.968, -1.260], [-0.778, 2.216, 0.121], [-1.370, -1.482, -0.174], [-0.081, 1.174, 0.971], [1.665, -0.766, 0.865], [0.496, -1.510, -1.729], [1.223, 1.545, 1.397], [-0.833, 0.387, 1.705], [1.695, 0.819, -0.537], [-1.025, -0.129, -1.824], [1.130, -0.988, 1.705], [2.649, -0.758, 1.123], [1.052, -0.962, -2.365], [1.047, -2.029, -1.055], [-0.083, 2.696, -0.568], [-1.598, 1.762, -0.437], [-1.199, 2.973, 0.786], [-2.448, -1.485, -0.315], [-1.165, -0.618, 0.922], [-0.990, -2.400, 0.258]],
  "charge": 0,
  "gap_ev": 8.759,
  "e_homo_ev": -8.20
}

---

## two
{
  "formula": "C5H12N2O2",
  "method": "ωB97M-V/def2-TZVPD",
  "elements": ["C", "N", "N", "C", "C", "H", "H", "H", "H", "H", "H", "H", "H", "C", "C", "O", "O", "H", "H", "H", "H"],
  "positions_angstrom": [[-0.296, 0.961, -1.483], [0.577, 0.302, -0.501], [1.871, 0.126, -1.088], [0.594, 0.930, 0.863], [0.403, 2.244, 1.107], [2.490, 0.825, -0.674], [2.225, -0.773, -0.761], [1.285, 0.379, 1.491], [-0.018, 2.010, -1.544], [-1.336, 0.906, -1.169], [-0.188, 0.469, -2.445], [0.655, 2.608, 2.092], [-0.273, 2.853, 0.527], [-1.326, -2.366, 0.053], [-0.163, -1.388, 0.152], [-1.176, -0.117, 0.985], [0.888, -1.966, 0.269], [-1.399, -0.128, 1.922], [-2.262, -1.920, -0.267], [-1.069, -3.209, -0.591], [-1.482, -2.747, 1.063]],
  "charge": 0,
  "gap_ev": 8.932,
  "e_homo_ev": -8.23
}

---

If we sort the structures by their calculated energies, the order from most to least stable is one, two.

---

## one
{
  "formula": "C5H6O2S",
  "method": "ωB97M-V/def2-TZVPD",
  "elements": ["C", "C", "C", "C", "C", "O", "O", "S", "H", "H", "H", "H", "H", "H"],
  "positions_angstrom": [[-0.620, -0.767, 1.691], [-0.266, -0.445, -0.906], [-1.158, -0.303, 0.394], [1.130, 0.096, -0.722], [1.295, 0.876, 0.572], [-2.473, -0.850, 0.140], [-0.806, -0.911, -1.893], [0.961, -0.382, 1.891], [-1.246, 0.835, 0.656], [1.772, -0.814, -0.912], [1.330, 0.605, -1.601], [2.244, 1.224, 0.757], [0.634, 1.664, 0.687], [-2.796, -0.827, -0.755]],
  "charge": 0,
  "gap_ev": 8.702,
  "e_homo_ev": -8.82
}

---

## two
{
  "formula": "C5H6O2S",
  "method": "ωB97M-V/def2-TZVPD",
  "elements": ["S", "C", "C", "C", "C", "O", "C", "O", "H", "H", "H", "H", "H", "H"],
  "positions_angstrom": [[-3.009, -0.396, -0.022], [-1.397, -0.132, 0.202], [-0.619, 1.152, -0.121], [0.812, 0.642, 0.111], [1.170, -0.515, -0.811], [0.429, -1.613, -0.225], [-0.300, -1.009, 0.814], [0.559, -0.058, 1.358], [-0.876, 1.887, 0.626], [-0.802, 1.495, -1.138], [1.577, 1.407, 0.282], [0.856, -0.379, -1.850], [2.242, -0.734, -0.782], [-0.640, -1.746, 1.554]],
  "charge": 0,
  "gap_ev": 8.398,
  "e_homo_ev": -8.74,
  "smiles": "S=C1C[C@@H]2CO[C@H]1O2"
}

---

If we sort the structures by their calculated energies, the order from most to least stable is two, one.

---

## one
{
  "formula": "C5H6O2S",
  "method": "ωB97M-V/def2-TZVPD",
  "elements": ["C", "C", "C", "C", "C", "O", "O", "S", "H", "H", "H", "H", "H", "H"],
  "positions_angstrom": [[-2.421, -1.184, 0.142], [1.285, -0.590, 0.586], [-1.858, -0.010, 0.169], [0.677, 0.731, 0.186], [-0.565, 0.498, -0.748], [-2.884, -2.254, -0.061], [3.506, 0.320, -0.543], [2.898, -0.806, 0.210], [-2.168, 0.702, 0.959], [0.900, -1.431, 1.120], [0.525, 1.392, 1.042], [1.365, 1.219, -0.388], [-0.361, -0.127, -1.664], [-0.899, 1.539, -1.008]],
  "charge": 0,
  "gap_ev": 8.989,
  "e_homo_ev": -9.20
}

---

## two
{
  "formula": "C5H6O2S",
  "method": "ωB97M-V/def2-TZVPD",
  "elements": ["C", "C", "C", "C", "C", "H", "H", "H", "H", "H", "H", "O", "O", "S"],
  "positions_angstrom": [[-1.613, -1.138, -0.101], [-0.969, 0.323, -0.275], [0.728, 0.550, 1.261], [1.389, 0.258, -0.245], [0.265, 0.184, -1.105], [-2.378, -1.368, 1.001], [-1.598, 0.916, -1.101], [0.600, -0.476, 1.982], [1.153, 1.220, 1.958], [2.112, 1.126, -0.831], [2.172, -0.631, -0.102], [-0.564, 0.966, 1.039], [0.180, 0.591, -2.260], [-1.477, -2.520, -1.220]],
  "charge": 0,
  "gap_ev": 8.014,
  "e_homo_ev": -9.13
}

---

If we sort the structures by their calculated energies, the order from most to least stable is one, two.